--- i ---
DFT (the ωB97M-V functional and the def2-TZVPD basis) results for 2 unconnected molecules or ions with the total composition C6H16O.

Each atom is followed by the atoms it is bonded to, with distances in Å.
Positions of all 23 atoms, in Å:
1 C -1.571 -0.552 -0.672  C2 1.528, H7 1.091, H8 1.094, H9 1.085
2 C -0.429 -0.811 -1.654  C1 1.528, C3 1.538, H10 1.098, H11 1.098
3 C 0.612 0.315 -1.764  C2 1.538, C4 1.512, H12 1.090, H13 1.083
4 C 1.129 0.856 -0.450  C3 1.512, C5 1.501, H14 1.098, H15 1.101
5 C 1.693 -0.153 0.507  C4 1.501, C6 1.529, H16 1.098, H17 1.101
6 C 2.883 -0.952 -0.023  C5 1.529, H18 1.085, H19 1.102, H20 1.091
7 H -2.291 0.179 -1.044  C1 1.091
8 H -2.146 -1.470 -0.520  C1 1.094
9 H -1.223 -0.297 0.324  C1 1.085
10 H -0.040 -1.818 -1.450  C2 1.098
11 H -0.794 -1.001 -2.672  C2 1.098
12 H 1.460 -0.092 -2.314  C3 1.090
13 H 0.111 1.131 -2.271  C3 1.083
14 H 0.427 1.441 0.159  C4 1.098
15 H 1.938 1.568 -0.674  C4 1.101
16 H 2.085 0.263 1.445  C5 1.098
17 H 0.940 -0.853 0.900  C5 1.101
18 H 3.424 -1.560 0.694  C6 1.085
19 H 3.610 -0.210 -0.390  C6 1.102
20 H 2.582 -1.533 -0.896  C6 1.091
21 O -4.819 2.221 4.139  H22 0.969, H23 0.944
22 H -5.293 1.790 4.865  O21 0.969
23 H -4.289 1.538 3.761  O21 0.944

HOMO level ... -10.86 eV
SMILES ... CCCCCC.O
HOMO-LUMO gap ... 11.6321 eV
LUMO ... 0.77 eV

--- ii ---
DFT (the ωB97M-V functional and the def2-TZVPD basis) results for 2 unconnected molecules or ions with the total composition C6H16O.

Each atom is followed by the atoms it is bonded to, with distances in Å.
Positions of all 23 atoms, in Å:
1 C 0.078 -1.584 0.345  C2 1.537, H5 1.101, H6 1.079, H7 1.105
2 C -0.085 -1.818 -1.166  C1 1.537, C3 1.550, O4 1.426, H8 1.105
3 C 1.054 -1.457 -2.155  C2 1.550, H9 1.086, H10 1.119, H11 1.084
4 O -0.425 -3.196 -1.301  C2 1.426, H12 0.960
5 H 1.155 -1.597 0.571  C1 1.101
6 H -0.561 -2.159 0.996  C1 1.079
7 H -0.190 -0.558 0.657  C1 1.105
8 H -1.007 -1.357 -1.566  C2 1.105
9 H 1.964 -2.034 -2.023  C3 1.086
10 H 0.628 -1.839 -3.118  C3 1.119
11 H 1.342 -0.412 -2.140  C3 1.084
12 H 0.301 -3.824 -1.263  O4 0.960
13 C -1.187 1.417 2.001  C14 1.522, H16 1.102, H17 1.157, H18 1.115
14 C -0.838 2.277 0.794  C13 1.522, C15 1.525, H19 1.088, H20 1.181
15 C 0.656 2.399 0.511  C14 1.525, H21 1.143, H22 1.065, H23 1.106
16 H -0.855 0.376 2.144  C13 1.102
17 H -0.728 2.063 2.845  C13 1.157
18 H -2.295 1.365 2.112  C13 1.115
19 H -1.145 3.315 0.676  C14 1.088
20 H -1.173 1.535 -0.061  C14 1.181
21 H 0.915 2.847 -0.508  C15 1.143
22 H 1.045 1.414 0.392  C15 1.065
23 H 1.351 2.827 1.257  C15 1.106

HOMO level ... -10.16 eV
SMILES ... CC(C)O.CCC
HOMO-LUMO gap ... 11.1543 eV
LUMO ... 0.99 eV

Top of the stability list: i, leading by 1.341 eV.